(1)
Computed, not measured: a molecular structure, C29H54CeP2Si in a non-equilibrium geometry, with ωB97M-V/def2-TZVPD.

Structure (XYZ):
```
87
C29H54CeP2Si ωB97M-V/def2-TZVPD
Ce -0.231 -0.257 -1.389
C -2.371 1.764 -0.258
C -2.774 0.841 -1.280
C -2.519 -0.307 0.716
C -2.333 1.072 0.976
C -2.773 -0.478 -0.691
C -2.168 3.216 -0.409
H -1.933 3.460 -1.450
H -1.341 3.574 0.222
H -3.058 3.801 -0.126
C -2.095 1.655 2.316
H -2.113 2.752 2.313
H -1.095 1.343 2.645
H -2.797 1.299 3.084
C -2.372 -1.365 1.730
H -3.044 -1.226 2.586
H -1.356 -1.343 2.148
H -2.531 -2.365 1.312
C -3.153 -1.753 -1.347
H -4.243 -1.812 -1.489
H -2.845 -2.632 -0.766
H -2.707 -1.850 -2.344
C -3.327 1.229 -2.599
H -4.280 1.760 -2.440
H -3.565 0.359 -3.221
H -2.668 1.904 -3.169
C 1.634 0.584 -2.635
C 0.490 1.400 -2.895
C -0.108 1.491 -4.305
C -0.980 0.358 -4.836
C -1.129 -0.837 -3.926
C -0.064 -1.635 -3.633
C 1.269 -1.400 -4.331
C 2.180 -0.310 -3.721
H 0.731 1.624 -5.004
H -0.563 0.061 -5.810
H -0.664 2.438 -4.380
H 2.513 0.342 -4.550
H 2.378 0.967 -1.933
H 0.420 2.340 -2.315
H 3.105 -0.795 -3.377
H 1.811 -2.353 -4.422
H -0.216 -2.661 -3.263
H 1.121 -1.143 -5.390
H -1.971 0.733 -5.111
H -2.160 -1.222 -3.881
P 1.767 1.873 0.675
C 1.447 2.835 2.161
H 2.394 3.286 2.468
H 1.095 2.134 2.925
H 0.672 3.591 1.995
C 3.445 1.264 0.937
H 3.983 2.050 1.473
H 3.920 1.023 -0.019
H 3.340 0.358 1.540
C 2.127 3.317 -0.460
H 2.465 3.003 -1.458
H 2.929 3.905 0.029
H 1.239 3.958 -0.580
P 1.084 -2.622 -0.065
C -0.019 -3.910 -0.775
H 0.609 -4.789 -0.978
H -0.502 -3.574 -1.708
H -0.815 -4.143 -0.052
C 2.593 -2.849 -1.076
H 2.417 -2.667 -2.147
H 2.919 -3.883 -0.923
H 3.367 -2.145 -0.739
C 1.502 -3.256 1.578
H 1.852 -4.295 1.486
H 0.627 -3.217 2.245
H 2.278 -2.630 2.040
C 1.893 -1.155 5.283
Si 0.529 -0.276 4.318
C -1.063 -1.053 5.029
C 0.481 1.410 5.242
C 0.716 -0.120 2.427
C 0.881 0.300 1.206
H 1.683 -0.991 6.353
H 2.888 -0.741 5.074
H 1.908 -2.238 5.107
H -0.990 -0.948 6.124
H -1.975 -0.532 4.712
H -1.185 -2.116 4.795
H 1.369 2.033 5.082
H -0.405 2.015 5.004
H 0.429 1.173 6.319
```

The HOMO energy (alpha / beta) comes out at -8.16 / -8.01 eV. The value obtained for the frontier orbital gap (alpha / beta) is 4.069 / 3.789 eV. Its expectation value of S² is 0.771. As for the charge: +1. As for the multiplicity: 2.

---

(2)
Computed, not measured: a molecular structure, C2H2CuO2 in a non-equilibrium geometry, with ωB97M-V/def2-TZVPD.

Structure (XYZ):
```
7
C2H2CuO2 ωB97M-V/def2-TZVPD
O -0.660 1.087 -0.358
C 0.277 0.396 0.199
C 0.077 -0.960 0.595
O -0.830 -1.683 0.137
Cu -1.122 1.825 -1.784
H 1.313 0.748 0.092
H 0.944 -1.413 1.118
```

The HOMO energy (alpha / beta) comes out at -13.88 / -15.19 eV. The value obtained for the frontier orbital gap (alpha / beta) is 8.527 / 6.921 eV. Its expectation value of S² is 2.012. As for the charge: +1. As for the multiplicity: 3.